Formula: C18H41EuN2O2P3
Source: the OMol25 dataset
Level of theory: wB97M-V/def2-TZVPD

F_max ... 5.09 eV/A
E_HOMO (alpha / beta) ... -0.5076 / -0.5076 Eh
Molar mass ... 562.42 g/mol
Orbital gap (alpha / beta) ... 2.505 / 3.935 eV

ORCA input file:
```
! wB97M-V def2-TZVPD RIJCOSX def2/J DEFGRID3
* xyz 3 7
Eu -0.45708 -0.02183 1.44229
P 1.96043 1.18438 2.79230
P -1.08454 2.13565 -0.05686
P 1.57739 -0.54658 -0.55549
H -1.78245 -2.16702 1.42567
C -0.76007 -2.55176 1.12827
C 0.24925 -2.55617 2.04808
H 0.02404 -2.27023 3.09483
C 1.69406 1.60291 4.58116
C 2.58645 2.75308 2.11414
C 3.28970 -0.06979 2.87234
C -2.35990 1.38537 -1.08726
C -1.77802 3.30835 1.11989
C 0.19143 2.91874 -1.03040
C 2.40363 -2.17329 -0.39124
C 2.94118 0.61792 -0.93179
C 0.58630 -0.71209 -2.09340
H -0.56259 -2.49094 0.02592
H 1.33797 -2.50811 1.82540
H 1.24766 0.73871 5.02453
H 0.85580 2.34725 4.52225
H 2.61470 1.90434 5.02378
H 1.73971 3.48756 2.16994
H 2.94288 2.58587 1.06340
H 3.39807 2.95617 2.84519
H 2.91421 -1.00000 3.34997
H 4.02371 0.45174 3.51179
H 3.69112 -0.28316 1.85944
H -2.69163 2.32649 -1.56033
H -3.13619 0.90617 -0.44614
H -1.91874 0.65217 -1.79736
H -2.12376 4.01871 0.34224
H -0.95962 3.69165 1.77419
H -2.59024 2.81980 1.71084
H -0.48076 3.69358 -1.43715
H 0.59127 2.21556 -1.78553
H 0.97947 3.30106 -0.34765
H 2.95918 -2.26475 -1.34149
H 1.63320 -2.95776 -0.25767
H 3.07064 -2.14071 0.49615
H 3.35361 0.20503 -1.87235
H 3.66652 0.59338 -0.09170
H 2.52870 1.64051 -1.06303
H 1.30677 -1.11055 -2.82801
H 0.17088 0.26242 -2.41190
H -0.24462 -1.42807 -1.92549
C -2.57438 -0.85856 -5.71198
C -3.71497 -1.38100 -6.38244
C -3.90777 -2.76047 -6.37762
C -2.99329 -3.60962 -5.73084
C -1.87042 -3.08025 -5.07758
C -1.65506 -1.70137 -5.06634
O -2.31593 0.47446 -5.63988
H -3.01696 0.95438 -6.12988
H -4.40783 -0.69490 -6.87513
H -4.78100 -3.18145 -6.88414
H -3.15723 -4.69061 -5.73676
H -1.15314 -3.73072 -4.57423
H -0.78968 -1.24694 -4.57896
N 0.10017 -1.33938 5.43999
C -0.23934 -0.15269 4.84570
N -1.11988 0.69816 5.44145
O -0.25016 -0.08450 3.53574
H 0.06825 -1.39685 6.45320
H 0.85622 -1.86734 4.95749
H -1.39226 1.45791 4.80811
H -1.28504 0.74000 6.43237
*
```


Formula: C18H41GeIrN4O3
Source: the OMol25 dataset
Level of theory: wB97M-V/def2-TZVPD

F_max ... 0.80 eV/A
E_HOMO (alpha / beta) ... -0.6539 / -0.6680 Eh
Molar mass ... 626.38 g/mol
Energy above the lowest of the compared OMol25 structures with the same formula, charge and spin ... 2.7 kcal per mole
Orbital gap (alpha / beta) ... 8.084 / 6.944 eV

ORCA input file:
```
! wB97M-V def2-TZVPD RIJCOSX def2/J DEFGRID3
* xyz 3 2
Ir 0.17669 0.14357 -0.00868
C 2.55764 4.39970 -2.41303
N 1.34652 3.70830 -1.94989
C 0.09037 4.35604 -2.36080
C 1.34567 2.59567 -1.26802
O 0.25883 2.00843 -0.95979
C 2.64627 1.91348 -0.85554
O 2.35232 1.00659 0.21551
C 2.55808 1.56311 1.52006
C 1.30553 1.41773 2.36113
O 0.25085 0.88142 1.86016
N 1.30312 1.84257 3.59031
C 0.09549 1.78441 4.43201
C 2.47215 2.48568 4.21481
H 2.57269 5.40753 -2.00161
H 2.52590 4.46296 -3.49943
H 3.46418 3.87785 -2.12700
H 0.02623 5.33013 -1.87805
H -0.75781 3.74554 -2.07797
H 0.10806 4.49580 -3.44001
H 3.40770 2.62077 -0.53655
H 3.04661 1.32941 -1.68459
H 2.78524 2.62922 1.44641
H 3.40705 1.06206 1.98622
H -0.76181 1.48344 3.84289
H -0.07303 2.77381 4.85290
H 0.26429 1.07575 5.24135
H 3.40458 2.05861 3.85682
H 2.41439 2.31269 5.28591
H 2.45076 3.55965 4.03031
C -3.57876 -1.93219 -1.17095
Ge -3.24986 -0.97651 0.48712
C -2.66621 -2.02213 2.01653
C -4.67746 0.25275 0.94077
C -1.77121 0.41725 -0.01412
H -4.06990 -2.88502 -0.97048
H -2.66030 -2.12668 -1.72279
H -4.24104 -1.33571 -1.79780
H -3.18652 -2.98047 2.02389
H -2.93310 -1.49484 2.93231
H -1.59534 -2.21050 2.03800
H -5.53931 -0.33837 1.25805
H -4.97977 0.85369 0.08446
H -4.40113 0.90965 1.76457
H -1.98581 1.16218 0.75761
H -2.08267 0.78207 -0.99721
C 1.78481 -1.12530 -2.41746
C 0.34341 -1.47736 -2.08737
N 0.21125 -2.71707 -1.31438
C 0.12943 -3.96225 -2.13507
C -1.27017 -4.38205 -2.53584
C 0.33465 -2.75710 0.00162
C 0.30907 -4.05115 0.74115
N 0.56216 -1.62666 0.67797
H 1.81924 -0.23331 -3.04381
H 2.23308 -1.93895 -2.98761
H 2.38165 -0.97162 -1.51869
H -0.25982 -1.59015 -2.98963
H -0.24804 -0.61833 -1.58645
H 0.62995 -4.74487 -1.57180
H 0.74478 -3.77870 -3.01742
H -1.90381 -4.56321 -1.66723
H -1.20110 -5.31006 -3.10214
H -1.75518 -3.64825 -3.17826
H -0.57823 -4.62554 0.47390
H 0.29994 -3.87887 1.81410
H 1.18591 -4.65155 0.49037
H 0.82081 -1.75475 1.64821
*
```


Formula: C18H41N2O2P3Tl
Source: the OMol25 dataset
Level of theory: wB97M-V/def2-TZVPD

F_max ... 3.38 eV/A
E_HOMO (alpha / beta) ... -0.6108 / -0.6106 Eh
Molar mass ... 614.84 g/mol
Energy above the lowest of the compared OMol25 structures with the same formula, charge and spin ... 18.4 kcal per mole
Orbital gap (alpha / beta) ... 5.643 / 4.299 eV

ORCA input file:
```
! wB97M-V def2-TZVPD RIJCOSX def2/J DEFGRID3
* xyz 3 1
Tl 0.28532 1.34765 0.49655
P -2.13577 -1.60676 1.72795
P 2.24650 -0.88131 2.19326
P -0.78928 -1.26291 -0.95555
H -1.80828 4.33896 -2.31638
C -2.45436 3.65524 -2.89023
C -3.52548 3.06967 -2.32558
H -3.83947 3.30622 -1.30270
C -3.03489 -1.17912 3.27801
C -1.95190 -3.39810 2.09013
C -3.67859 -1.69779 0.69670
C 3.93047 -0.25594 1.72346
C 2.62477 -1.00327 3.99616
C 2.52760 -2.61293 1.75370
C -2.06353 -0.62829 -2.10483
C -0.70651 -3.06884 -1.22834
C 0.62461 -0.84565 -2.02182
H -2.19305 3.50991 -3.95039
H -4.16221 2.37118 -2.89433
H -3.76727 -0.37829 3.09122
H -2.29118 -0.81791 3.99841
H -3.49863 -2.08958 3.68852
H -1.14825 -3.50349 2.82658
H -1.66837 -3.95771 1.19654
H -2.89044 -3.79291 2.49006
H -4.11845 -0.69588 0.65971
H -4.39049 -2.39650 1.14614
H -3.46497 -2.01694 -0.32808
H 4.67898 -0.85040 2.29149
H 3.99729 0.81306 1.98915
H 4.04606 -0.40645 0.63754
H 3.62862 -1.43613 4.17293
H 1.84743 -1.63415 4.44597
H 2.58402 0.01393 4.41441
H 3.44108 -3.00455 2.22529
H 2.63189 -2.65204 0.66242
H 1.65171 -3.18555 2.07810
H -1.68699 -0.71906 -3.12998
H -2.24340 0.43754 -1.89450
H -3.00261 -1.17907 -2.01656
H -0.35664 -3.27142 -2.25136
H -1.67909 -3.54982 -1.07216
H 0.02615 -3.49552 -0.52546
H 0.55312 -1.35818 -2.99347
H 1.55407 -1.15019 -1.52403
H 0.64877 0.23693 -2.19961
C 3.29942 1.41871 -2.69370
C 4.64727 1.76606 -2.53038
C 5.34778 2.22878 -3.65085
C 4.75299 2.21120 -4.92054
C 3.46715 1.68092 -5.08663
C 2.75288 1.22620 -3.96264
O 2.41399 1.40609 -1.61146
H 2.90173 1.68286 -0.79808
H 5.10702 1.69315 -1.55370
H 6.37538 2.58368 -3.54324
H 5.28666 2.61738 -5.78674
H 3.00712 1.62119 -6.07507
H 1.80491 0.70391 -4.06379
N -4.15462 2.51695 2.51681
C -2.89406 2.23830 2.99514
N -2.70368 2.65699 4.28844
O -2.03493 1.64472 2.30719
H -4.72631 3.20104 2.99626
H -4.28214 2.42087 1.51739
H -1.85754 2.39038 4.76799
H -3.48939 2.97297 4.84258
*
```


Formula: C18H41N2OP3RuS
Source: the OMol25 dataset
Level of theory: wB97M-V/def2-TZVPD

F_max ... 4.06 eV/A
E_HOMO (alpha / beta) ... -0.5163 / -0.6220 Eh
Molar mass ... 527.60 g/mol
Energy above the lowest of the compared OMol25 structures with the same formula, charge and spin ... 1.4 kcal per mole
Orbital gap (alpha / beta) ... 6.082 / 5.213 eV

ORCA input file:
```
! wB97M-V def2-TZVPD RIJCOSX def2/J DEFGRID3
* xyz 3 6
Ru 0.05937 0.01851 1.19630
P 0.29270 -1.93997 0.10137
P 2.24166 -0.05496 2.08312
P -2.07388 0.45643 0.47320
H 1.64685 2.00496 0.20720
C 0.57320 1.96259 0.41170
C 0.11657 2.19448 1.76907
H 0.84721 2.49558 2.50281
C 0.95484 -1.56965 -1.56011
C 1.40488 -3.23426 0.78386
C -1.20167 -2.97775 -0.17928
C 2.93623 1.36695 2.99985
C 2.76234 -1.38060 3.24916
C 3.44514 -0.20786 0.71464
C -2.87623 2.07655 0.80707
C -3.42751 -0.63975 1.03740
C -2.12825 0.40177 -1.36708
H -0.09417 2.27848 -0.40361
H -0.85029 2.67000 1.88626
H 1.13343 -2.50867 -2.10343
H 1.88979 -1.00817 -1.45865
H 0.23902 -0.95190 -2.11660
H 1.36064 -4.12952 0.14353
H 1.05747 -3.50018 1.78935
H 2.44208 -2.88511 0.83944
H -0.90848 -3.92286 -0.66783
H -1.93622 -2.45872 -0.80766
H -1.65407 -3.20784 0.79399
H 3.99997 1.18694 3.21475
H 2.41889 1.52523 3.96003
H 2.86699 2.28906 2.40936
H 3.85041 -1.43911 3.19732
H 2.34789 -2.34450 2.97038
H 2.46167 -1.16449 4.27647
H 4.44533 0.02257 1.09976
H 3.20404 0.50092 -0.08423
H 3.45604 -1.21762 0.29212
H -3.85619 2.13031 0.30936
H -2.25385 2.90443 0.44734
H -3.02690 2.18158 1.89134
H -4.34141 -0.37818 0.49582
H -3.57393 -0.47015 2.11000
H -3.19150 -1.69131 0.87000
H -3.09046 0.83781 -1.68725
H -2.04797 -0.62806 -1.74573
H -1.29785 0.99551 -1.78088
C -0.88486 0.17230 -5.27766
C -0.31900 0.25584 -6.56415
C -0.22473 1.53242 -7.16069
C -0.74731 2.67459 -6.52491
C -1.45815 2.52235 -5.32252
C -1.61301 1.24978 -4.76698
O -0.64733 -0.77259 -4.27422
H -0.24848 -1.61050 -4.57164
H 0.06416 -0.61251 -7.10045
H 0.27844 1.66824 -8.13303
H -0.61242 3.67344 -6.96283
H -1.87611 3.38967 -4.80356
H -2.17368 1.10688 -3.85349
N -0.12129 0.93393 4.84262
C -0.15722 -0.36748 4.57600
N 0.36934 -1.18801 5.52199
S -0.75316 -1.07678 3.11724
H 0.24674 1.22301 5.74130
H -0.53741 1.64412 4.24989
H 0.27978 -2.18636 5.42613
H 0.51186 -0.82185 6.46990
*
```


Formula: C18H41N2P3PtS2
Source: the OMol25 dataset
Level of theory: wB97M-V/def2-TZVPD

F_max ... 2.96 eV/A
E_HOMO (alpha / beta) ... -0.6567 / -0.7181 Eh
Molar mass ... 637.67 g/mol
Energy above the lowest of the compared OMol25 structures with the same formula, charge and spin ... 0.0 kcal per mole
Orbital gap (alpha / beta) ... 7.105 / 4.709 eV

ORCA input file:
```
! wB97M-V def2-TZVPD RIJCOSX def2/J DEFGRID3
* xyz 4 5
Pt 0.07859 0.15571 1.09868
P 1.87615 1.11030 2.35107
P -1.82966 1.59071 1.45190
P 0.52711 0.82694 -1.02970
H -1.04877 -2.45707 0.86364
C -0.32269 -1.90734 0.24047
C 1.01345 -1.82095 0.73344
H 1.22593 -2.30916 1.69610
C 2.49712 0.75512 4.05129
C 1.86110 2.93628 2.45658
C 3.42886 0.74733 1.47138
C -3.39801 1.03148 0.70925
C -2.36861 2.05836 3.14017
C -1.61165 3.25741 0.74008
C 1.70793 -0.22397 -1.94914
C 1.27250 2.49924 -1.16271
C -0.97308 0.86297 -2.08148
H -0.53898 -1.90856 -0.83583
H 1.86700 -1.76353 0.05191
H 2.53585 -0.32674 4.19215
H 1.81592 1.16106 4.80908
H 3.51333 1.14771 4.22350
H 1.04786 3.27969 3.09593
H 1.74505 3.40204 1.48133
H 2.80228 3.28563 2.89405
H 3.59402 -0.32957 1.48963
H 4.26447 1.22915 1.98830
H 3.42547 1.07479 0.43439
H -4.16919 1.79729 0.85804
H -3.72168 0.11018 1.19878
H -3.29248 0.83798 -0.35859
H -3.19232 2.78091 3.07088
H -1.55427 2.53137 3.69581
H -2.71361 1.18812 3.70708
H -2.50874 3.84906 0.96121
H -1.47524 3.23012 -0.34152
H -0.75014 3.74323 1.20698
H 1.85309 0.17631 -2.96225
H 1.31669 -1.24489 -2.01105
H 2.66774 -0.24451 -1.41916
H 1.34138 2.76059 -2.23007
H 2.27880 2.50861 -0.72141
H 0.65395 3.24567 -0.64874
H -0.69326 1.08773 -3.11933
H -1.68878 1.60799 -1.72144
H -1.45106 -0.12175 -2.04182
C -0.59880 -2.71467 -5.74556
C -1.77692 -2.96780 -6.47162
C -2.02580 -4.24556 -6.97524
C -1.10164 -5.27888 -6.76431
C 0.07666 -5.02796 -6.04647
C 0.32767 -3.75345 -5.54329
S -0.25040 -1.14880 -5.07840
H -1.37122 -0.48863 -5.48923
H -2.47644 -2.15063 -6.62189
H -2.94383 -4.44232 -7.53542
H -1.30009 -6.27982 -7.16013
H 0.80015 -5.82791 -5.87914
H 1.23534 -3.53704 -4.98551
N 0.23860 -1.22517 5.79846
C -0.26079 -0.13711 5.16237
N -0.40077 1.00657 5.87947
S -0.67175 -0.51909 3.46404
H 0.27948 -1.33880 6.78403
H 0.50751 -1.96920 5.19334
H -0.65111 1.86136 5.40471
H -0.54525 0.97585 6.88094
*
```


Formula: C18H41O2P3Y
Source: the OMol25 dataset
Level of theory: wB97M-V/def2-TZVPD

F_max ... 7.85 eV/A
E_HOMO (alpha / beta) ... -0.6211 / -0.6239 Eh
Molar mass ... 471.35 g/mol
Orbital gap (alpha / beta) ... 4.998 / 4.950 eV

ORCA input file:
```
! wB97M-V def2-TZVPD RIJCOSX def2/J DEFGRID3
* xyz 3 1
Y -0.94500 -1.26657 -1.41341
P 0.12692 1.21198 1.12770
P -3.30068 -0.12925 -0.04865
P 2.34861 -0.17402 -1.61370
H -3.25317 -1.31717 -3.02551
C -2.45418 -2.06667 -2.96219
C -2.33518 -3.00704 -1.95234
H -3.10422 -3.17189 -1.18296
C 0.05112 3.01419 0.70393
C -0.85634 1.29905 2.69051
C 1.78305 1.20358 1.95139
C -4.81265 -0.84136 -0.81018
C -3.68219 -0.53684 1.70652
C -3.72747 1.66547 -0.03042
C 3.12543 -0.84670 -3.13672
C 3.84354 -0.21773 -0.53358
C 2.33577 1.61469 -2.09185
H -1.95366 -2.24474 -3.92169
H -1.64933 -3.86241 -2.09885
H -0.01829 3.62249 1.61642
H -0.83145 3.18761 0.07739
H 0.94401 3.30674 0.13848
H -0.37402 1.97776 3.40690
H -0.89689 0.29749 3.13596
H -1.87652 1.65039 2.49983
H 2.22485 2.20938 1.95587
H 2.46509 0.52296 1.43010
H 1.68240 0.86167 2.99019
H -5.68740 -0.25770 -0.50073
H -4.93250 -1.87887 -0.47545
H -4.75804 -0.84402 -1.90401
H -4.62995 -0.06084 2.00022
H -2.88840 -0.19695 2.38057
H -3.78149 -1.62560 1.79602
H -4.75532 1.80314 -0.39068
H -3.03481 2.19762 -0.69452
H -3.64625 2.08774 0.97889
H 4.21751 -0.81033 -3.05280
H 2.80557 -0.28878 -4.02239
H 2.80569 -1.88865 -3.24683
H 4.71245 -0.53828 -1.12337
H 3.67066 -0.95784 0.25996
H 4.04391 0.76818 -0.09364
H 3.05878 1.78690 -2.90153
H 2.58224 2.24549 -1.22613
H 1.33081 1.87328 -2.44619
C 0.01944 -0.40440 -4.57379
C -0.58593 0.81269 -4.98053
C -0.53550 1.17633 -6.31803
C 0.13190 0.36785 -7.24743
C 0.72739 -0.82872 -6.85348
C 0.67513 -1.22961 -5.52994
O -0.01854 -0.76440 -3.30811
H -0.71447 0.92752 -1.90186
H -1.09521 1.44257 -4.24751
H -0.99061 2.10736 -6.64119
H 0.19972 0.69988 -8.28325
H 1.25787 -1.46691 -7.56781
H 1.11684 -2.15965 -5.16997
C 0.79596 -2.62076 1.22573
O 0.11881 -2.79778 -0.04644
H 0.16766 -1.99460 1.86490
H 1.75202 -2.12503 1.04668
H 0.96446 -3.59456 1.69148
H -0.14053 -3.72284 -0.16763
*
```


Electronic energy values, unit eV, following the record order: -73573.1410, -90762.4663, -58938.5206, -65613.5027, -75054.3841, -52305.9171.